1.
{"formula": "C21H41Li3O8", "method": "ωB97M-V with the def2-TZVPD basis set", "symbols": ["Li", "Li", "Li", "O", "C", "O", "O", "H", "C", "C", "C", "O", "C", "H", "H", "H", "H", "H", "H", "H", "H", "C", "C", "C", "O", "C", "H", "H", "H", "H", "H", "H", "H", "H", "C", "C", "C", "O", "C", "H", "H", "H", "H", "H", "H", "H", "H", "C", "C", "C", "O", "C", "H", "H", "H", "H", "H", "H", "H", "H", "C", "C", "C", "O", "C", "H", "H", "H", "H", "H", "H", "H", "H"], "positions_angstrom": [[-8.604129, -4.166770, 0.506711], [-9.392484, -6.909140, 0.031194], [-10.395547, -5.614843, 2.818361], [-12.445021, -4.844648, -0.494023], [-11.548477, -4.974474, 0.456405], [-11.865584, -5.023109, 1.661716], [-10.312801, -5.078645, 0.018455], [-13.307534, -4.853513, 0.029925], [-13.993227, -6.829048, -4.413306], [-15.138685, -7.850577, -4.327616], [-14.929135, -8.393064, -2.924946], [-14.655939, -7.231739, -2.145794], [-13.792413, -6.423980, -2.926342], [-14.221235, -5.988803, -5.065843], [-13.100680, -7.305567, -4.826574], [-15.188596, -8.576576, -5.132003], [-16.075763, -7.288418, -4.285068], [-14.075839, -9.094894, -2.899560], [-15.789739, -8.919250, -2.516247], [-12.747711, -6.610142, -2.646578], [-13.981167, -5.356604, -2.815483], [-13.059584, -7.427332, 5.700182], [-13.314905, -8.233138, 4.409193], [-12.137815, -7.810692, 3.528199], [-11.662994, -6.556956, 4.062869], [-12.532347, -6.131785, 5.143321], [-12.279126, -7.943901, 6.263645], [-13.937967, -7.333428, 6.331983], [-14.234441, -7.840760, 3.966479], [-13.439417, -9.290350, 4.616230], [-12.447209, -7.706235, 2.483339], [-11.310636, -8.529689, 3.557335], [-13.304108, -5.463202, 4.752104], [-11.946324, -5.562846, 5.864389], [-12.145167, -2.089410, -3.420214], [-11.882889, -1.899827, -4.913323], [-10.365679, -2.066450, -4.973922], [-10.020658, -2.972587, -3.927247], [-11.138576, -3.185264, -3.089827], [-13.174344, -2.374214, -3.196348], [-11.927266, -1.171410, -2.869021], [-12.248341, -0.934820, -5.258837], [-12.385838, -2.673304, -5.497174], [-9.863232, -1.106166, -4.827623], [-10.026893, -2.486565, -5.919734], [-10.830866, -3.185042, -2.038730], [-11.585585, -4.170276, -3.289365], [-14.995506, -2.373590, 1.137120], [-15.917075, -3.246028, 1.984802], [-15.606405, -4.672353, 1.482531], [-14.925122, -4.506552, 0.226495], [-15.050526, -3.136607, -0.182376], [-13.965374, -2.420279, 1.507807], [-15.294803, -1.330145, 1.076875], [-16.948343, -2.993680, 1.721711], [-15.861024, -3.147654, 3.066853], [-16.527473, -5.237868, 1.349620], [-14.925409, -5.196876, 2.155680], [-15.956623, -2.937331, -0.760589], [-14.203249, -2.910857, -0.832855], [-12.739949, -9.763516, -0.046511], [-11.505132, -10.634657, -0.308012], [-10.390084, -9.736055, 0.194310], [-10.847198, -8.378055, -0.040586], [-12.254111, -8.378628, -0.437700], [-13.046088, -9.790993, 1.002802], [-13.600419, -10.097070, -0.623111], [-11.431582, -10.801205, -1.383060], [-11.526931, -11.586114, 0.214850], [-9.434977, -9.908574, -0.303696], [-10.271354, -9.893215, 1.271533], [-12.311720, -8.206951, -1.509654], [-12.778821, -7.586881, 0.092835]], "forces_ev_per_a": [[-0.9, 0.5, -0.7], [-1.5, -0.5, -0.8], [-1.7, -0.1, 0.6], [0.5, -0.2, 1.4], [-0.3, -0.1, -0.4], [1.1, -0.1, -0.3], [2.0, -0.4, 1.1], [-0.8, 0.3, -0.9], [0.0, -0.4, -0.1], [-0.2, 0.7, 0.4], [0.0, -0.4, -0.2], [0.0, 0.0, 0.2], [0.5, 0.0, -1.1], [-0.1, 0.1, 0.1], [0.0, 0.0, 0.1], [0.1, -0.1, 0.0], [-0.1, -0.2, -0.2], [0.0, 0.1, 0.0], [-0.1, 0.2, 0.1], [0.0, 0.1, 0.1], [-0.3, -0.1, 0.5], [0.1, -0.6, -0.3], [-0.4, 0.9, 0.4], [-0.1, -0.8, 0.0], [0.6, 0.2, -0.4], [0.1, 0.2, 0.3], [0.0, 0.2, 0.2], [-0.1, 0.1, -0.1], [0.0, -0.3, -0.1], [0.2, -0.1, -0.3], [0.1, 0.3, 0.1], [0.0, 0.1, 0.1], [-0.1, -0.2, -0.1], [0.2, -0.1, -0.1], [-0.1, -0.1, 0.0], [-0.1, 0.1, 0.2], [-0.2, 0.3, -0.5], [0.3, -0.1, 0.3], [-0.5, -0.1, 0.2], [0.0, 0.0, 0.0], [0.1, 0.0, 0.0], [0.2, 0.0, -0.1], [0.0, 0.0, 0.1], [0.1, -0.1, 0.1], [0.0, 0.0, 0.0], [0.1, 0.1, -0.1], [0.1, 0.0, 0.0], [0.1, -0.2, 0.1], [-0.5, -0.1, -0.2], [-0.1, 0.5, 0.4], [0.0, -0.1, -0.2], [0.6, 0.6, 0.0], [-0.1, 0.1, 0.0], [-0.1, 0.0, -0.1], [0.0, -0.1, 0.0], [0.3, 0.1, 0.0], [0.1, -0.2, -0.1], [-0.1, -0.1, 0.0], [-0.2, -0.3, 0.2], [0.0, -0.1, 0.0], [-0.1, -0.2, 0.0], [-0.3, 0.4, -0.1], [-0.3, -0.4, 0.2], [1.0, 0.7, 0.2], [-0.2, -0.4, 0.2], [0.2, 0.0, 0.0], [0.0, 0.1, -0.1], [0.2, -0.1, 0.0], [0.0, -0.1, -0.1], [0.0, 0.2, -0.1], [0.1, 0.2, 0.0], [0.0, 0.0, 0.0], [0.1, 0.1, -0.1]], "lowdin_charge": [0.876, 0.793, 0.777, 0.127, -0.773, -0.036, -0.260, 0.105, -0.143, -0.146, -0.214, -0.143, -0.221, 0.108, 0.109, 0.119, 0.122, 0.113, 0.128, 0.089, 0.111, -0.139, -0.131, -0.190, -0.260, -0.166, 0.127, 0.130, 0.119, 0.124, 0.099, 0.123, 0.128, 0.130, -0.165, -0.153, -0.188, -0.137, -0.231, 0.104, 0.117, 0.119, 0.116, 0.121, 0.122, 0.092, 0.111, -0.146, -0.147, -0.150, -0.183, -0.175, 0.112, 0.122, 0.119, 0.115, 0.126, 0.107, 0.136, 0.109, -0.133, -0.131, -0.182, -0.255, -0.160, 0.117, 0.121, 0.128, 0.129, 0.124, 0.118, 0.103, 0.115], "charge": 2, "multiplicity": 1, "homo_ev": -13.50, "fmax_ha_per_bohr": 0.0439, "e_lumo_ha": -0.3002, "homo_lumo_gap_ev": 5.33}



2.
{"formula": "C21H41N3O9S", "method": "ωB97M-V with the def2-TZVPD basis set", "symbols": ["C", "C", "O", "O", "C", "O", "C", "N", "C", "O", "O", "C", "C", "S", "C", "N", "N", "C", "O", "H", "H", "H", "H", "H", "H", "H", "H", "H", "H", "H", "C", "C", "O", "C", "C", "H", "H", "H", "H", "H", "H", "H", "H", "H", "H", "C", "C", "O", "C", "C", "H", "H", "H", "H", "H", "H", "H", "H", "H", "H", "C", "C", "O", "C", "C", "H", "H", "H", "H", "H", "H", "H", "H", "H", "H"], "positions_angstrom": [[0.615158, 4.254756, 2.311610], [0.196722, 2.805803, 2.268515], [-0.626190, 2.432765, 1.486515], [0.790091, 1.962069, 3.209157], [1.695223, 1.064544, 2.678147], [1.537474, 0.509651, 1.629708], [2.925961, 0.785461, 3.517639], [2.582112, -0.082534, 4.665257], [3.806012, -0.576783, 5.206841], [4.727668, 0.148765, 5.482698], [3.907032, -1.909626, 5.350955], [4.481432, -2.302689, 6.588931], [5.974831, -2.617720, 6.451968], [6.440629, -3.415708, 8.007697], [8.071412, -4.018520, 7.804222], [8.970485, -3.574938, 8.572323], [10.122482, -4.250730, 8.238100], [9.827469, -5.028447, 7.308414], [8.535330, -4.947942, 6.962619], [-0.288457, 4.852352, 2.270580], [1.183401, 4.509717, 1.425530], [1.138111, 4.510961, 3.226843], [3.589730, 0.217343, 2.884238], [3.413720, 1.708126, 3.828365], [2.158301, 0.480609, 5.392635], [4.001730, -3.193994, 6.983625], [4.339233, -1.530636, 7.340832], [6.502354, -1.687410, 6.275402], [6.079757, -3.250824, 5.575006], [10.542322, -5.676531, 6.849573], [-1.697200, 0.427105, -0.738443], [-3.057586, -0.249604, -0.732424], [-4.146062, 0.652922, -0.639955], [-4.255159, 1.600481, -1.682758], [-4.418263, 0.984677, -3.062262], [-1.568180, 1.032359, 0.155741], [-0.903264, -0.320746, -0.773200], [-1.573253, 1.084158, -1.602012], [-3.126085, -0.897431, 0.142345], [-3.175257, -0.897231, -1.610183], [-3.399783, 2.286011, -1.663115], [-5.136847, 2.198960, -1.450812], [-3.555392, 0.380171, -3.345221], [-4.538077, 1.767943, -3.812598], [-5.296225, 0.337354, -3.090835], [-2.886608, -4.812042, -4.548918], [-1.762767, -5.475506, -3.770324], [-0.846799, -4.563176, -3.195091], [-1.385056, -3.640584, -2.265510], [-2.038405, -4.294127, -1.059776], [-2.480076, -4.181103, -5.340627], [-3.530927, -5.568146, -4.998873], [-3.508867, -4.181729, -3.912129], [-1.177109, -6.097081, -4.447948], [-2.165868, -6.146089, -3.003187], [-2.084274, -2.961662, -2.767324], [-0.548069, -3.029070, -1.927487], [-2.890188, -4.914871, -1.340604], [-2.394859, -3.532090, -0.365595], [-1.323006, -4.932875, -0.539755], [-1.795847, 3.951355, -4.740139], [-2.232535, 5.397102, -4.575287], [-2.434304, 6.079118, -5.798662], [-3.419405, 5.537968, -6.659591], [-4.810042, 5.485863, -6.049684], [-0.876395, 3.894642, -5.324405], [-1.620095, 3.496168, -3.764235], [-2.549694, 3.353450, -5.254486], [-1.451701, 5.949022, -4.051625], [-3.130752, 5.461570, -3.950625], [-3.112803, 4.546760, -7.012142], [-3.436222, 6.186473, -7.535593], [-4.848625, 4.841502, -5.170264], [-5.525795, 5.101236, -6.776993], [-5.127808, 6.482902, -5.741334]], "forces_ev_per_a": [[-0.1, -0.2, 0.7], [-1.2, 0.5, -1.1], [0.6, -0.2, 0.8], [0.8, 0.4, 0.0], [0.1, -1.2, -0.7], [-0.1, 0.6, 0.2], [-0.6, 0.2, 0.5], [0.2, -0.4, -0.5], [1.0, 0.6, 0.2], [-0.1, 0.0, 0.2], [-1.4, 0.1, 0.2], [1.1, -0.3, 0.8], [-0.3, 0.3, -0.5], [-0.2, -0.6, -0.2], [-1.3, 0.9, -0.2], [1.1, 0.8, 1.1], [1.2, 1.2, 1.9], [0.2, -0.8, -0.9], [-0.9, -1.0, -1.3], [-0.2, 0.0, -0.1], [0.3, -0.1, -0.1], [0.3, 0.0, -0.1], [0.1, 0.0, -0.2], [0.0, 0.1, 0.0], [-0.2, 0.0, 0.1], [-0.5, -0.1, -0.5], [0.0, 0.2, 0.0], [0.3, 0.0, 0.1], [0.2, -0.3, 0.1], [-0.3, -0.4, -0.6], [-0.1, 0.1, -0.1], [0.2, -0.1, -0.1], [-0.2, -0.1, 0.2], [0.1, 0.1, -0.1], [0.0, -0.1, 0.0], [0.0, -0.1, -0.1], [0.0, 0.0, 0.0], [0.0, -0.1, -0.1], [-0.2, 0.1, 0.0], [0.0, 0.0, 0.0], [0.0, 0.0, -0.1], [0.0, -0.1, 0.1], [0.0, 0.1, 0.0], [0.0, 0.0, 0.0], [0.0, 0.0, 0.0], [0.0, 0.1, 0.1], [-0.1, 0.0, 0.0], [0.2, 0.0, -0.1], [-0.1, 0.0, 0.1], [0.0, -0.1, 0.0], [0.0, 0.0, 0.0], [0.0, 0.0, 0.0], [0.0, -0.1, 0.0], [0.1, 0.1, 0.0], [-0.1, 0.0, 0.0], [-0.1, 0.0, 0.0], [0.1, -0.1, -0.1], [-0.1, 0.1, 0.0], [0.0, 0.0, 0.0], [0.0, 0.0, 0.0], [0.0, 0.0, -0.1], [0.0, -0.1, 0.1], [0.1, 0.2, -0.1], [-0.1, -0.1, 0.0], [0.0, 0.0, 0.1], [0.0, 0.0, 0.0], [0.0, 0.0, 0.0], [0.0, 0.0, 0.1], [0.0, 0.1, -0.1], [0.0, -0.1, 0.0], [0.0, 0.0, 0.0], [0.1, 0.1, 0.0], [0.0, -0.1, 0.0], [0.0, 0.0, 0.0], [0.0, 0.0, 0.0]], "lowdin_charge": [0.031, -0.450, 0.150, 0.090, -0.411, 0.165, -0.086, 0.083, -0.533, 0.138, 0.033, -0.263, -0.427, 1.013, -0.710, 0.048, 0.061, -0.209, 0.071, 0.091, 0.095, 0.084, 0.135, 0.131, 0.138, 0.113, 0.127, 0.084, 0.096, 0.133, -0.063, -0.276, -0.153, -0.283, -0.077, 0.049, 0.076, 0.066, 0.115, 0.093, 0.102, 0.118, 0.065, 0.065, 0.081, -0.080, -0.284, -0.158, -0.283, -0.072, 0.081, 0.076, 0.065, 0.117, 0.106, 0.097, 0.117, 0.067, 0.067, 0.083, -0.076, -0.281, -0.158, -0.282, -0.079, 0.082, 0.070, 0.060, 0.118, 0.106, 0.106, 0.118, 0.060, 0.077, 0.082], "charge": 0, "multiplicity": 1, "smiles": "CC(=O)OC(=O)CNC(=O)OCCSc1nnco1.CCOCC.CCOCC.CCOCC", "homo_ev": -9.42, "fmax_ha_per_bohr": 0.0501, "e_lumo_ha": 0.0129, "homo_lumo_gap_ev": 9.77}